Model P:
This record from the OMol25 dataset describes C5H14N2 in the gas phase. The level of theory is ωB97M-V with the def2-TZVPD basis set.

The calculation puts the frontier orbital gap at 9.90 eV.

Cartesian coordinates (Å):
C1 0.76 -0.15 2.54
C2 -0.29 -0.06 1.42
C3 0.19 -0.50 0.03
C4 0.12 -2.03 -0.13
N1 -0.58 0.14 -1.03
C5 0.14 1.11 -1.82
N2 -0.74 1.91 -2.68
H1 1.72 0.14 2.10
H2 0.79 -1.13 3.02
H3 0.54 0.58 3.32
H4 -0.53 0.99 1.31
H5 -1.21 -0.56 1.73
H6 1.26 -0.27 0.00
H7 -0.87 -2.39 0.12
H8 0.88 -2.49 0.50
H9 0.35 -2.30 -1.17
H10 -1.39 0.59 -0.62
H11 0.85 0.61 -2.49
H12 0.73 1.79 -1.19
H13 -1.58 1.34 -2.80
H14 -1.13 2.69 -2.14

=====

Model Q:
This record from the OMol25 dataset describes C5H14N2 in the gas phase. The level of theory is ωB97M-V with the def2-TZVPD basis set.

The calculation puts the frontier orbital gap at 10.13 eV.

Cartesian coordinates (Å):
C1 0.45 1.31 2.36
C2 -0.50 0.56 1.43
C3 0.20 -0.01 0.20
C4 1.38 -0.91 0.52
N1 -0.81 -0.67 -0.67
C5 -0.49 -0.65 -2.10
N2 -1.62 -0.09 -2.84
H1 -0.06 1.60 3.27
H2 0.81 2.23 1.89
H3 1.29 0.67 2.65
H4 -1.27 1.24 1.05
H5 -0.99 -0.25 1.96
H6 0.59 0.82 -0.40
H7 1.14 -1.65 1.30
H8 2.30 -0.37 0.77
H9 1.66 -1.49 -0.36
H10 -0.78 -1.65 -0.39
H11 -0.31 -1.66 -2.49
H12 0.42 -0.05 -2.24
H13 -2.10 0.60 -2.27
H14 -1.30 0.43 -3.65

=====

Model R:
This record from the OMol25 dataset describes a molecular structure, C5H14N2. The level of theory is ωB97M-V with the def2-TZVPD basis set.

The calculation puts the frontier orbital gap at 8.22 eV.

Cartesian coordinates (Å):
C1 -0.42 -0.26 -1.05
C2 -0.20 -0.64 0.98
C3 0.59 0.65 -0.64
C4 -0.51 0.46 1.98
C5 0.91 -1.56 1.44
N1 -1.70 0.10 -1.29
N2 0.83 1.20 -2.48
H1 -0.10 -1.19 -1.52
H2 -1.11 -1.25 0.90
H3 -1.96 1.07 -1.12
H4 -2.18 -0.29 -2.09
H5 0.38 2.03 -2.87
H6 1.73 0.94 -2.87
H7 1.61 0.30 -0.52
H8 0.32 1.61 -0.24
H9 -0.89 0.05 2.92
H10 1.84 -1.00 1.61
H11 0.38 1.05 2.22
H12 -1.28 1.13 1.57
H13 0.65 -2.08 2.37
H14 1.11 -2.33 0.69

=====

Stability summary: most stable model Q, least stable model R.

=====

Model P:
This record from the OMol25 dataset describes C5H14N2 in the gas phase. The level of theory is ωB97M-V with the def2-TZVPD basis set.

The calculation puts the frontier orbital gap at 10.03 eV.

Cartesian coordinates (Å):
C1 -0.68 -2.27 1.51
N1 0.29 -1.17 1.33
C2 0.02 -0.39 0.11
C3 0.58 -1.09 -1.12
C4 0.59 1.01 0.31
C5 0.23 1.96 -0.84
N2 -1.12 2.53 -0.64
H1 -1.59 -1.90 1.99
H2 -0.26 -3.04 2.16
H3 -1.02 -2.71 0.57
H4 1.16 -1.67 1.14
H5 -1.06 -0.30 -0.03
H6 0.41 -2.16 -1.07
H7 0.14 -0.71 -2.04
H8 1.67 -0.92 -1.20
H9 1.66 0.99 0.41
H10 0.08 1.41 1.19
H11 0.24 1.39 -1.77
H12 0.98 2.75 -0.98
H13 -1.07 3.00 0.26
H14 -1.25 3.29 -1.30

=====

Model Q:
This record from the OMol25 dataset describes 2 unconnected molecules or ions with the total composition C5H14N2. The level of theory is ωB97M-V with the def2-TZVPD basis set.

The calculation puts the frontier orbital gap at 8.89 eV.

Cartesian coordinates (Å):
C1 1.87 -1.41 -0.78
C2 0.88 -0.63 0.10
C3 0.52 0.78 -0.41
C4 -0.92 0.68 -1.04
C5 -2.01 0.20 0.00
N1 -1.59 0.47 1.38
N2 1.40 -0.64 1.50
H1 2.17 -2.38 -0.39
H2 2.79 -0.83 -0.77
H3 1.55 -1.44 -1.82
H4 -0.06 -1.17 0.25
H5 1.31 1.27 -0.97
H6 0.31 1.27 0.54
H7 -1.22 1.65 -1.46
H8 -0.93 0.00 -1.92
H9 -2.27 -0.85 -0.17
H10 -2.90 0.75 -0.32
H11 -1.42 2.00 0.77
H12 -2.37 0.42 2.03
H13 0.69 -0.11 1.99
H14 2.20 0.00 1.51

=====

Stability summary: most stable model P, least stable model Q.

=====

Model P:
This record from the OMol25 dataset describes 2 unconnected molecules or ions with the total composition C4H6NO. The level of theory is ωB97M-V with the def2-TZVPD basis set.

Its total charge is -1. The calculation puts the frontier orbital gap at 6.39 eV.

Cartesian coordinates (Å):
C1 -3.34 0.29 0.33
C2 -2.28 0.35 -0.15
C3 1.58 -0.54 0.98
C4 0.75 -0.01 -1.11
N1 1.59 0.28 -0.03
O1 2.15 1.40 -0.03
H1 -4.22 0.27 0.86
H2 1.82 -0.06 1.94
H3 1.37 -1.59 0.89
H4 -1.24 0.47 -0.60
H5 0.66 -1.11 -0.99
H6 1.17 0.26 -2.07

=====

Model Q:
This record from the OMol25 dataset describes a gas-phase ion, C4H6NO (charge -1). The level of theory is ωB97M-V with the def2-TZVPD basis set.

Its total charge is -1. The calculation puts the frontier orbital gap at 5.58 eV.

Cartesian coordinates (Å):
C1 -1.27 1.35 -0.03
C2 -0.34 0.22 0.11
C3 0.97 0.33 0.25
C4 1.28 -1.11 -0.05
N1 -0.06 -1.29 -0.70
O1 -0.74 -2.29 -0.22
H1 -1.75 1.56 0.94
H2 -2.07 0.90 -0.61
H3 -0.96 2.25 -0.42
H4 1.52 1.16 0.63
H5 2.09 -1.41 -0.72
H6 1.31 -1.68 0.83

=====

Model R:
This record from the OMol25 dataset describes a gas-phase ion, C4H6NO (charge -1). The level of theory is ωB97M-V with the def2-TZVPD basis set.

Its total charge is -1. The calculation puts the frontier orbital gap at 6.77 eV.

Cartesian coordinates (Å):
C1 -1.36 -1.14 -0.07
C2 -0.33 -0.24 0.01
C3 -0.66 1.26 -0.05
C4 1.12 -0.52 0.01
N1 2.09 0.29 0.46
O1 3.28 -0.09 0.30
H1 -2.40 -0.85 0.04
H2 -1.22 -2.27 0.08
H3 -1.62 1.59 0.18
H4 -0.51 1.70 -0.98
H5 0.14 1.75 0.62
H6 1.47 -1.50 -0.60

=====

Stability summary: most stable model R, least stable model P.

=====

Model P:
This record from the OMol25 dataset describes 3 unconnected molecules or ions with the total composition C2H11N2O2. The level of theory is ωB97M-V with the def2-TZVPD basis set.

Its total charge is +1. The calculation puts the frontier orbital gap at 10.36 eV.

Cartesian coordinates (Å):
C1 1.55 0.65 -1.65
N1 -1.12 0.70 0.41
C2 -0.08 1.37 -0.11
N2 1.07 0.76 -0.25
H1 2.62 0.48 -1.81
H2 0.95 -0.18 -2.10
H3 1.21 1.47 -2.36
H4 -2.02 0.91 0.20
H5 -0.92 0.07 1.12
H6 -0.19 2.48 -0.36
H7 1.02 -0.10 0.39
H8 1.65 -2.78 -1.37
H9 0.54 -3.16 -0.16
O1 0.82 -2.47 -0.82
H10 -2.92 -0.35 2.44
H11 -2.07 0.11 3.69
O2 -2.10 0.05 2.73

=====

Model Q:
This record from the OMol25 dataset describes 3 unconnected molecules or ions with the total composition C2H11N2O2. The level of theory is ωB97M-V with the def2-TZVPD basis set.

Its total charge is +1. The calculation puts the frontier orbital gap at 11.07 eV.

Cartesian coordinates (Å):
C1 1.03 -1.21 -2.26
N1 0.82 -0.56 -1.00
C2 1.27 0.63 -0.55
N2 0.69 1.34 0.46
H1 0.78 -0.54 -3.19
H2 0.42 -2.02 -2.30
H3 2.06 -1.47 -2.42
H4 -0.02 -0.87 -0.62
H5 2.23 0.87 -0.93
H6 -0.22 1.17 0.77
H7 1.38 1.95 0.84
H8 -1.68 -0.57 0.70
H9 -1.33 -2.15 1.31
O1 -0.94 -1.29 0.99
H10 -2.84 1.35 1.46
H11 -1.90 1.28 2.77
O2 -1.97 1.16 1.79

=====

Model R:
This record from the OMol25 dataset describes 3 unconnected molecules or ions with the total composition C2H11N2O2. The level of theory is ωB97M-V with the def2-TZVPD basis set.

Its total charge is +1. The calculation puts the frontier orbital gap at 11.40 eV.

Cartesian coordinates (Å):
C1 -0.92 1.62 -1.17
N1 0.62 -0.46 1.35
C2 -0.04 0.57 0.86
N2 0.12 0.99 -0.37
H1 -1.82 1.01 -1.16
H2 -1.11 2.65 -0.87
H3 -0.56 1.72 -2.18
H4 1.54 -0.64 0.97
H5 0.37 -0.70 2.29
H6 -0.73 1.13 1.48
H7 0.95 0.65 -0.85
H8 -3.16 -0.38 0.50
H9 -2.87 -1.72 -0.14
O1 -2.44 -1.02 0.37
H10 3.45 -0.82 -1.12
H11 2.39 -1.91 -1.33
O2 2.67 -1.21 -0.72

=====

Model S:
This record from the OMol25 dataset describes 3 unconnected molecules or ions with the total composition C2H11N2O2. The level of theory is ωB97M-V with the def2-TZVPD basis set.

Its total charge is +1. The calculation puts the frontier orbital gap at 11.69 eV.

Cartesian coordinates (Å):
C1 -1.83 -0.54 0.02
N1 -0.66 -0.75 -0.82
C2 -0.46 -0.06 -1.90
N2 0.67 -0.06 -2.59
H1 -1.68 0.21 0.81
H2 -1.95 -1.40 0.68
H3 -2.72 -0.39 -0.58
H4 0.17 -1.04 -0.28
H5 -1.28 0.52 -2.29
H6 1.51 -0.33 -2.11
H7 0.70 0.43 -3.47
H8 1.16 0.21 1.88
H9 2.43 -0.30 0.98
O1 1.47 -0.18 1.03
H10 0.60 1.41 4.00
H11 0.57 1.99 2.63
O2 0.30 1.19 3.11

=====

Stability summary: most stable model S, least stable model P.